A cluster of 12 separate species, C4H34N2O11S2 in total at a distorted geometry. Source: OMol25; level of theory: ωB97M-V/def2-TZVPD.

Bonds (Å) are listed after each position.
Element x y z (Å)
1 N -0.69800 1.25739 -1.76760  C2 1.427, H9 1.041, H10 1.011
2 C -1.03279 2.63928 -1.64587  N1 1.427, C3 1.589, H11 1.126, H12 1.086
3 C 0.14153 3.69968 -1.49728  C2 1.589, S4 1.824, H13 1.089, H14 1.085
4 S 1.72851 2.97522 -0.96452  C3 1.824, S5 2.012
5 S 2.07797 2.71108 0.99913  S4 2.012, C6 1.842
6 C 1.64340 0.99962 1.52423  S5 1.842, C7 1.563, H15 1.142, H16 1.103
7 C 2.69730 -0.03923 1.02148  C6 1.563, N8 1.460, H17 1.179, H18 1.090
8 N 2.29408 -0.55992 -0.28114  C7 1.460, H19 1.019, H20 1.013
9 H -0.77663 0.76547 -0.85385  N1 1.041
10 H 0.14379 1.09030 -2.30134  N1 1.011
11 H -1.58530 2.93607 -2.58136  C2 1.126
12 H -1.73764 2.86366 -0.85040  C2 1.086
13 H 0.40834 4.09950 -2.47484  C3 1.089
14 H -0.16865 4.51983 -0.85895  C3 1.085
15 H 0.63530 0.61900 1.14474  C6 1.142
16 H 1.83100 1.14595 2.60150  C6 1.103
17 H 2.51666 -0.96534 1.72759  C7 1.179
18 H 3.68818 0.41321 1.06841  C7 1.090
19 H 1.47177 -0.02903 -0.56565  N8 1.019
20 H 3.02128 -0.40935 -0.97054  N8 1.013
21 H -1.94842 -2.26950 -2.52228  O23 0.983
22 H -1.92993 -3.76160 -2.55186  O23 0.963
23 O -1.42492 -3.02903 -2.18307  H21 0.983, H22 0.963
24 H -1.42361 -0.99014 3.96940  O26 0.961
25 H -0.04404 -0.33956 3.63105  O26 0.961
26 O -0.91451 -0.17633 4.00445  H24 0.961, H25 0.961
27 H -0.40954 -2.46564 1.47339  O29 0.989
28 H -0.56962 -3.19777 2.84393  O29 0.964
29 O -0.64245 -2.33217 2.42534  H27 0.989, H28 0.964
30 H -2.50219 0.62677 0.75373  O32 0.986
31 H -1.45573 -0.38990 1.07220  O32 0.969
32 O -1.85413 0.03892 0.29973  H30 0.986, H31 0.969
33 H 0.83723 -2.26553 -0.30847  O35 0.968
34 H -0.62512 -2.61474 -0.72618  O35 0.980
35 O 0.08071 -2.82434 -0.07921  H33 0.968, H34 0.980
36 H 0.72874 -1.56873 -3.78440  O38 0.961
37 H -0.48575 -0.97838 -2.97887  O38 0.960
38 O 0.11506 -0.83246 -3.71318  H36 0.961, H37 0.960
39 H -4.12439 -0.80595 -2.46867  O41 0.960
40 H -2.75130 -0.49305 -1.81508  O41 0.966
41 O -3.19063 -1.02614 -2.49065  H39 0.960, H40 0.966
42 H -1.43975 1.28913 3.77142  O44 1.000
43 H -1.45164 2.60429 4.62704  O44 0.958
44 O -1.89387 2.17157 3.89537  H42 1.000, H43 0.958
45 H 4.58615 0.20387 -3.17962  O47 0.962
46 H 3.12947 0.45415 -2.76254  O47 0.965
47 O 3.86983 -0.15354 -2.64688  H45 0.962, H46 0.965
48 H -3.04133 1.91893 2.55833  O50 0.985
49 H -4.40440 1.29748 1.96264  O50 0.958
50 O -3.53724 1.64687 1.75199  H48 0.985, H49 0.958
51 H 3.50065 -2.71062 0.76306  O53 0.962
52 H 3.74108 -4.22603 0.79149  O53 0.961
53 O 3.17555 -3.53317 1.14265  H51 0.962, H52 0.961

Summary:
HOMO ... -8.563 eV
SMILES string ... NCCSSCCN.O.O.O.O.O.O.O.O.O.O.O
Energy above the lowest of the compared OMol25 structures with the same formula, charge and spin ... 0.000 eV
Lowest unoccupied orbital energy ... 0.42 eV

***

A cluster of 14 separate species, C4H34N2O15 in total at a distorted geometry. Source: OMol25; level of theory: ωB97M-V/def2-TZVPD.

Bonds (Å) are listed after each position.
Element x y z (Å)
1 O 0.69112 -1.66921 0.16688  C2 1.239
2 C 0.61842 -0.43385 0.09835  O1 1.239, N3 1.384, C7 1.489
3 N -0.01400 0.27539 1.10478  C2 1.384, C4 1.447, H9 0.984
4 C -0.32998 -0.33390 2.37878  N3 1.447, N5 1.352, O6 1.228
5 N -1.53808 -0.00764 2.89001  C4 1.352, H10 0.988, H11 0.995
6 O 0.49022 -1.05395 2.94255  C4 1.228
7 C 1.14487 0.35470 -1.05014  C2 1.489, C8 1.526, H12 1.118, H13 1.093
8 C 2.41499 -0.27559 -1.61381  C7 1.526, H14 1.097, H15 1.112, H16 1.095
9 H -0.23518 1.22529 0.97525  N3 0.984
10 H -1.83062 -0.35574 3.76709  N5 0.988
11 H -2.20180 0.51423 2.36449  N5 0.995
12 H 0.37652 0.38910 -1.86126  C7 1.118
13 H 1.34370 1.38928 -0.76030  C7 1.093
14 H 2.81157 0.28977 -2.46599  C8 1.097
15 H 3.24092 -0.29082 -0.86942  C8 1.112
16 H 2.26435 -1.31284 -1.93215  C8 1.095
17 H 2.58768 2.93884 0.36422  O19 0.931
18 H 3.43994 2.93371 -0.86453  O19 0.934
19 O 2.76071 3.39995 -0.42527  H17 0.931, H18 0.934
20 H -0.71780 -2.42802 0.80752  O22 1.032
21 H -2.17793 -1.96043 1.30953  O22 1.011
22 O -1.70558 -2.72472 0.84630  H20 1.032, H21 1.011
23 H -0.39881 -1.02912 -4.77481  O25 0.943
24 H 0.01292 -1.40143 -3.34645  O25 0.956
25 O -0.14030 -0.66971 -3.94170  H23 0.943, H24 0.956
26 H 2.55465 1.11911 1.96880  O28 1.021
27 H 2.20413 2.55360 2.57571  O28 0.981
28 O 2.11899 2.01768 1.75809  H26 1.021, H27 0.981
29 H 3.32058 -0.94988 1.76634  O31 0.972
30 H 2.15566 -0.67168 2.78032  O31 0.994
31 O 3.04987 -0.35261 2.48438  H29 0.972, H30 0.994
32 H -3.31581 -0.81169 -0.17703  O34 0.932
33 H -3.45112 0.31902 0.91349  O34 0.975
34 O -3.42933 -0.63834 0.73175  H32 0.932, H33 0.975
35 H 2.35911 -2.15929 0.35646  O37 0.973
36 H 3.44481 -2.97004 1.01347  O37 0.919
37 O 3.31273 -2.18939 0.54663  H35 0.973, H36 0.919
38 H -1.41560 0.07843 -3.07277  O40 0.998
39 H -2.32598 -0.40731 -2.03839  O40 0.946
40 O -2.06912 0.42707 -2.40351  H38 0.998, H39 0.946
41 H 0.37027 -2.45224 -1.35257  O43 0.966
42 H -0.88801 -2.81182 -2.02427  O43 0.964
43 O 0.04979 -2.71125 -2.22587  H41 0.966, H42 0.964
44 H 0.58376 3.79572 -2.52324  O46 0.960
45 H 1.30441 3.77877 -1.15125  O46 1.004
46 O 0.41344 3.93373 -1.58831  H44 0.960, H45 1.004
47 H -2.31267 -2.33061 -0.52287  O49 1.039
48 H -3.42247 -2.54633 -1.71349  O49 0.946
49 O -2.67476 -2.03084 -1.45001  H47 1.039, H48 0.946
50 H -4.05070 2.43923 0.70173  O52 0.964
51 H -2.56573 2.16432 0.57768  O52 0.942
52 O -3.30330 2.02244 1.14570  H50 0.964, H51 0.942
53 H -0.69388 2.84463 -0.89104  O55 0.976
54 H -1.49620 1.50789 -1.26289  O55 0.991
55 O -1.20196 2.09738 -0.52260  H53 0.976, H54 0.991

Summary:
Net charge ... -1
HOMO (alpha / beta) ... -0.193 / -5.862 eV
2S+1 ... 2
Lowest unoccupied orbital energy (alpha / beta) ... 2.82 / 2.70 eV

***

A cluster of 12 separate species, C4H35N2O11 in total at a distorted geometry. Source: OMol25; level of theory: ωB97M-V/def2-TZVPD.

Bonds (Å) are listed after each position.
Element x y z (Å)
1 N -1.32230 0.42238 1.10860  C2 1.553, H7 1.046, H8 1.038, H9 1.052
2 C 0.15060 0.55140 1.58299  N1 1.553, C3 1.543, C4 1.562, H10 1.099
3 C 0.70238 1.99248 1.58832  C2 1.543, H11 1.043, H12 1.131, H13 1.047
4 C 1.04876 -0.50441 0.86232  C2 1.562, N5 1.471, H14 1.137, H15 1.127
5 N 2.01553 -0.93192 1.88532  C4 1.471, C6 1.521, H16 1.069
6 C 3.03817 -1.82615 1.20020  N5 1.521, H17 1.177, H18 1.147, H19 1.093
7 H -1.44441 -0.44832 0.54116  N1 1.046
8 H -2.02198 0.47782 1.87355  N1 1.038
9 H -1.44204 1.33120 0.59206  N1 1.052
10 H 0.26262 0.27239 2.64021  C2 1.099
11 H 1.08014 2.29880 0.66581  C3 1.043
12 H 1.66714 2.15434 2.15515  C3 1.131
13 H -0.07840 2.58376 1.95847  C3 1.047
14 H 0.60485 -1.41910 0.35420  C4 1.137
15 H 1.45323 0.20770 0.08780  C4 1.127
16 H 2.73610 -0.18898 2.15184  N5 1.069
17 H 3.77910 -2.28457 1.99150  C6 1.177
18 H 2.61195 -2.77171 0.71061  C6 1.147
19 H 3.52868 -1.25801 0.40627  C6 1.093
20 H -2.91154 -2.09157 -1.42563  O22 0.948
21 H -2.67828 -3.37511 -0.68750  O22 0.985
22 O -2.52820 -2.40460 -0.61657  H20 0.948, H21 0.985
23 H -1.93802 -0.67819 -3.78313  O25 0.973
24 H -0.79059 -1.46289 -3.35571  O25 0.964
25 O -1.74984 -1.55195 -3.39880  H23 0.973, H24 0.964
26 H -2.64392 -1.86319 3.11475  O28 1.000
27 H -1.74250 -0.86408 4.08569  O28 0.896
28 O -2.33043 -0.96347 3.41699  H26 1.000, H27 0.896
29 H 3.57919 3.21878 -1.19320  O31 0.990
30 H 2.42657 3.46060 -0.24185  O31 0.956
31 O 3.06753 2.78682 -0.46464  H29 0.990, H30 0.956
32 H 0.80694 2.19183 -3.25018  O34 0.987
33 H 1.24015 2.25087 -1.79489  O34 1.011
34 O 0.40886 2.34982 -2.36145  H32 0.987, H33 1.011
35 H -3.94442 1.01898 2.65888  O37 0.931
36 H -4.32708 1.09383 1.29555  O37 0.987
37 O -3.58743 1.38482 1.88034  H35 0.931, H36 0.987
38 H 0.00205 -3.65155 -2.27091  O40 0.882
39 H -0.78086 -3.13685 -1.17470  O40 0.957
40 O 0.10668 -3.18582 -1.52926  H38 0.882, H39 0.957
41 H -1.57108 1.40960 -1.25194  O43 0.903
42 H -1.23802 2.90646 -1.24129  O43 0.992
43 O -1.71419 2.16725 -0.78265  H41 0.903, H42 0.992
44 H 0.01113 1.03139 -4.87574  O46 1.011
45 H 0.23438 -0.15466 -3.85705  O46 0.962
46 O -0.15186 0.72318 -3.92713  H44 1.011, H45 0.962
47 H 1.31046 0.23056 4.33828  O49 0.928
48 H 2.58393 -0.49371 4.02895  O49 0.978
49 O 2.19583 0.39984 4.11696  H47 0.928, H48 0.978
50 H 2.41004 -1.59088 -3.16983  O52 0.997
51 H 1.16843 -1.60652 -2.07980  O52 0.940
52 O 1.52151 -1.24937 -2.87439  H50 0.997, H51 0.940

Summary:
Net charge ... +1
HOMO ... -12.070 eV
Energy above the lowest of the compared OMol25 structures with the same formula, charge and spin ... 5.150 eV
Lowest unoccupied orbital energy ... -2.51 eV

***

A cluster of 13 separate species, C4H35NO12 in total at a distorted geometry. Source: OMol25; level of theory: ωB97M-V/def2-TZVPD.

Bonds (Å) are listed after each position.
Element x y z (Å)
1 C -2.07831 -3.29080 -0.04558  C2 1.509, H6 1.092, H7 1.095, H8 1.089
2 C -1.63339 -1.97272 -0.63148  C1 1.509, C3 1.556, H9 1.114, H10 1.100
3 C -0.78754 -2.16055 -1.92356  C2 1.556, C4 1.503, H11 1.112, H12 1.086
4 C -0.19935 -0.95554 -2.60217  C3 1.503, N5 1.471, H13 1.087, H14 1.105
5 N 0.57838 -0.00870 -1.78848  C4 1.471, H15 1.020, H16 1.000
6 H -2.32598 -3.94035 -0.88772  C1 1.092
7 H -2.91161 -3.25228 0.66339  C1 1.095
8 H -1.35894 -3.60169 0.71009  C1 1.089
9 H -2.42518 -1.31662 -1.05927  C2 1.114
10 H -1.25417 -1.23457 0.09114  C2 1.100
11 H -0.00218 -2.84209 -1.53056  C3 1.112
12 H -1.39211 -2.77836 -2.58090  C3 1.086
13 H -0.89403 -0.42422 -3.24846  C4 1.087
14 H 0.61487 -1.33862 -3.24381  C4 1.105
15 H 1.00221 -0.41049 -0.95198  N5 1.020
16 H 0.00697 0.71648 -1.40358  N5 1.000
17 H 3.74909 0.24953 0.83560  O19 0.970
18 H 3.38124 0.33797 -0.66917  O19 0.994
19 O 3.22016 -0.19456 0.15465  H17 0.970, H18 0.994
20 H -2.35940 1.55723 -0.26528  O22 0.967
21 H -3.47328 1.75794 -1.29144  O22 0.964
22 O -2.57481 1.42212 -1.19798  H20 0.967, H21 0.964
23 H 2.46160 0.42288 2.40937  O25 0.960
24 H 3.75573 1.31102 2.74510  O25 0.953
25 O 3.36455 0.44205 2.73559  H23 0.960, H24 0.953
26 H 0.98057 4.90236 0.80616  O28 0.955
27 H -0.40002 4.13004 0.59836  O28 0.963
28 O 0.19918 4.54817 1.22557  H26 0.955, H27 0.963
29 H -1.13898 1.47551 2.44277  O31 0.964
30 H -2.05482 2.31941 1.65892  O31 0.951
31 O -1.82667 1.40335 1.77043  H29 0.964, H30 0.951
32 H 2.27195 1.05540 -1.68531  O34 0.973
33 H 2.62207 0.55075 -2.91726  O34 0.971
34 O 3.10901 0.92319 -2.16423  H32 0.973, H33 0.971
35 H 3.29594 -2.57837 -1.54635  O37 0.959
36 H 3.24921 -1.14752 -1.54498  O37 0.970
37 O 3.76815 -1.85411 -1.96060  H35 0.959, H36 0.970
38 H -4.76777 0.00557 -2.04342  O40 0.959
39 H -3.30953 0.24161 -2.51528  O40 0.970
40 O -4.15800 -0.15513 -2.76611  H38 0.959, H39 0.970
41 H 0.40711 2.98344 2.57370  O43 0.964
42 H 1.77733 2.56187 3.37161  O43 0.957
43 O 1.10468 2.33598 2.72963  H41 0.964, H42 0.957
44 H -0.04833 1.19858 0.03439  O46 0.960
45 H 0.72186 2.34559 0.94866  O46 0.973
46 O 0.07089 2.12422 0.26073  H44 0.960, H45 0.973
47 H -1.27369 -1.05574 2.57608  O49 0.973
48 H -2.57667 -1.49701 2.36183  O49 0.972
49 O -1.88642 -1.66242 3.02614  H47 0.973, H48 0.972
50 H 0.99689 -0.63701 3.13115  O52 0.960
51 H 1.46424 -1.90681 2.30861  O52 0.959
52 O 0.93730 -1.10601 2.29528  H50 0.960, H51 0.959

Summary:
HOMO ... -9.785 eV
Energy above the lowest of the compared OMol25 structures with the same formula, charge and spin ... 1.533 eV
Lowest unoccupied orbital energy ... -0.32 eV

***

Number 1: DFT total energy -1906.311163 Ha. Number 2: DFT total energy -1411.047775 Ha. Number 3: DFT total energy -1110.220392 Ha. Number 4: DFT total energy -1130.941169 Ha.